[1]
81
Properties=species:S:1:pos:R:3:forces:R:3 method="wB97M-V/def2-TZVPD" homo_energy_ev=-20.6945 charge=+4 orbital_gap_ev=5.38
Sn 0.2746 0.0906 -0.3073 0.3 1.8 1.2
C 1.1256 -0.7540 -2.3938 0.0 -1.8 -5.9
O 1.1844 -1.1101 -3.4949 0.0 1.6 5.3
C -1.4302 -1.6759 0.1530 -3.1 -5.2 2.9
O -2.0183 -2.5414 0.6621 2.8 4.3 -2.6
P 2.1477 -1.3710 0.9807 2.6 -1.2 1.8
C 1.9252 -1.4947 2.8150 -1.0 0.6 0.1
H 2.8060 -2.0448 3.1965 -0.1 0.1 -0.7
C 2.4078 -3.1489 0.4585 -1.2 0.0 -1.2
H 1.3582 -3.4674 0.3239 0.2 -0.3 0.0
C 3.7292 -0.4062 0.8226 -0.6 1.1 -0.5
H 3.4782 0.5331 1.3454 -0.1 -0.2 -0.1
C -1.2760 2.6835 -2.4426 1.2 -0.1 0.6
P -1.8905 1.2950 -1.3796 -1.9 2.0 -1.8
H -3.9974 2.2976 -0.8537 0.6 -0.2 -0.2
H -0.7300 3.3007 -1.7140 -0.1 0.0 -0.1
C -3.0478 0.3855 -2.5393 0.3 -1.7 0.2
H -3.4736 1.1682 -3.1988 0.6 0.1 0.5
C 3.1039 -3.2291 -0.9014 0.3 -0.2 -0.2
H 4.1712 -2.9457 -0.8269 -0.6 -0.2 -0.1
H 2.6141 -2.6123 -1.6729 0.3 -0.2 0.2
H 3.0454 -4.2813 -1.2311 0.1 0.5 0.0
C 3.0803 -4.0814 1.4763 0.3 0.3 1.0
H 3.3209 -5.0416 0.9894 -0.2 0.4 -0.1
H 2.4416 -4.3084 2.3451 0.3 0.1 -0.4
H 4.0311 -3.6630 1.8431 -0.3 -0.2 -0.1
C 4.9032 -1.0235 1.5847 0.1 -0.5 0.3
H 4.6857 -1.1773 2.6488 0.1 0.0 -0.3
H 5.7390 -0.3115 1.5258 -0.2 -0.1 -0.1
H 5.2420 -1.9715 1.1449 -0.1 0.3 0.1
C 4.1244 -0.0307 -0.6175 0.4 0.3 -0.1
H 4.4720 1.0157 -0.6262 -0.1 -0.4 -0.1
H 3.3057 -0.1182 -1.3525 0.3 0.0 0.1
H 4.9686 -0.6452 -0.9650 -0.4 0.1 0.0
C 1.9184 -0.0940 3.4399 0.2 0.3 0.3
H 2.9293 0.3317 3.4880 -0.2 -0.1 0.0
H 1.5470 -0.1461 4.4724 0.1 0.0 -0.3
H 1.2910 0.6252 2.8879 0.1 -0.3 0.2
C 0.6813 -2.3046 3.1810 -0.3 -0.2 0.1
H -0.2465 -1.7611 2.9860 0.4 -0.2 0.0
H 0.7110 -2.4992 4.2604 -0.1 -0.1 -0.2
H 0.6025 -3.2661 2.6648 0.2 0.1 0.2
C -2.4161 3.5271 -3.0249 -0.5 0.1 -0.2
H -3.2408 3.7110 -2.3285 0.2 0.0 -0.3
H -2.8304 3.0694 -3.9342 0.2 0.1 0.2
H -2.0026 4.5079 -3.3052 -0.1 -0.3 0.1
C -0.2806 2.2765 -3.5348 0.2 0.3 -0.4
H -0.7939 2.0325 -4.4830 0.3 0.0 0.5
C -3.4750 1.2943 0.9867 -0.3 -0.2 0.4
H 0.3632 1.4220 -3.2614 -0.1 0.3 -0.1
H 0.3764 3.1466 -3.7303 -0.3 -0.5 0.0
C -2.5600 3.5057 0.2493 0.2 0.4 0.0
H -2.9063 1.5777 1.8851 -0.1 0.0 -0.3
H -4.5341 1.4705 1.2209 0.3 -0.1 0.0
H -3.3722 0.2111 0.8505 -0.1 0.2 -0.1
C -3.0939 2.1539 -0.2319 0.6 -0.1 1.3
H -3.2366 3.9234 1.0113 0.2 -0.2 -0.2
H -2.4789 4.2546 -0.5462 0.0 -0.2 0.3
H -1.5621 3.3930 0.7071 -0.4 0.0 -0.1
C -4.2109 -0.2789 -1.7952 -0.3 0.1 0.1
H -3.8964 -1.0480 -1.0762 -0.1 0.1 -0.3
H -4.8619 -0.7566 -2.5390 0.2 0.0 0.2
H -4.8275 0.4554 -1.2707 0.0 -0.2 0.0
C -2.3138 -0.6513 -3.4054 -0.1 0.0 -0.4
H -1.5043 -0.2281 -4.0160 -0.2 0.0 0.2
H -3.0535 -1.0602 -4.1167 0.4 0.0 0.3
H -1.9136 -1.4928 -2.8101 -0.2 0.2 -0.2
H -1.6061 -0.2944 2.9271 0.6 0.4 0.5
H -0.9692 -0.1339 3.3294 -0.9 0.1 -0.5
C 0.2296 3.1242 2.7059 0.0 -0.4 0.0
C 1.0261 3.1586 1.4652 0.3 0.5 0.6
N 1.1612 2.2608 0.4850 -0.4 -0.8 -0.7
C 2.0588 2.8161 -0.4262 0.4 0.4 -0.2
C 2.4784 4.0238 0.0374 -0.2 -0.2 0.0
N 1.8216 4.2180 1.2457 0.2 -0.7 -1.0
H 0.9367 3.0270 3.5438 -0.5 -0.1 0.0
H -0.3072 4.0748 2.8201 -0.1 -0.4 0.1
H -0.4560 2.2753 2.6336 -0.1 0.2 0.5
H 2.3478 2.3184 -1.3472 -0.1 0.2 0.2
H 3.1301 4.7426 -0.4278 0.1 0.1 0.2
H 1.9644 4.9637 1.9269 0.0 0.0 -0.4

***

[2]
92
Properties=species:S:1:pos:R:3:forces:R:3 method="wB97M-V/def2-TZVPD" homo_energy_ev=-7.2740 orbital_gap_ev=7.56
Mg 0.9304 0.8156 -0.0476 0.1 -0.6 0.4
N -1.9716 -0.5346 1.2659 0.4 -0.1 0.1
C -2.6419 -1.0706 0.1762 0.1 0.4 0.4
C -4.0396 -0.9964 0.1324 -0.1 0.0 0.0
C -4.7502 -1.5876 -0.8929 0.1 0.0 0.0
C -4.0808 -2.2709 -1.9042 0.0 0.1 0.1
C -2.6984 -2.3080 -1.8799 0.0 0.0 -0.1
C -1.9565 -1.7034 -0.8616 0.2 -0.2 -0.3
P -0.1290 -1.6083 -0.9116 -0.2 0.0 0.2
C 0.2509 -1.8442 -2.6819 -0.1 0.2 0.0
C 0.0200 -0.7578 -3.5285 0.0 -0.1 0.0
C 0.2583 -0.8652 -4.8883 0.0 -0.1 0.0
C 0.7463 -2.0540 -5.4154 0.0 0.0 0.0
C 0.9892 -3.1315 -4.5770 0.0 0.0 0.0
C 0.7412 -3.0301 -3.2139 0.0 -0.1 0.0
C 0.4504 -3.1428 -0.1193 0.1 -0.1 -0.2
C 1.8311 -3.2938 0.0275 -0.1 -0.1 -0.2
C 2.3465 -4.4249 0.6390 -0.1 0.0 -0.1
C 1.4894 -5.4091 1.1181 0.0 0.0 0.0
C 0.1174 -5.2591 0.9808 0.0 0.0 -0.1
C -0.4028 -4.1307 0.3584 0.0 0.0 -0.2
H -0.9521 -0.4402 1.2520 -0.8 -0.2 0.1
H -2.4462 0.1690 1.8056 0.1 0.0 0.0
H -4.5595 -0.4772 0.9295 0.0 0.0 0.0
H -5.8307 -1.5185 -0.9018 0.0 0.0 0.0
H -4.6251 -2.7433 -2.7099 0.0 0.0 0.0
H -2.1756 -2.8030 -2.6868 0.1 0.0 0.0
H -0.3383 0.1752 -3.1206 0.0 0.0 0.0
H 0.0818 -0.0138 -5.5321 0.0 0.0 0.0
H 0.9460 -2.1365 -6.4760 0.0 0.0 0.0
H 1.3742 -4.0588 -4.9811 0.0 0.0 0.0
H 0.9301 -3.8835 -2.5729 0.0 0.0 0.0
H 2.4977 -2.5129 -0.3253 0.0 0.0 0.0
H 3.4175 -4.5333 0.7514 0.0 0.0 0.0
H 1.8921 -6.2911 1.5988 0.0 0.0 0.0
H -0.5518 -6.0243 1.3521 0.0 0.0 0.0
H -1.4746 -4.0165 0.2524 0.0 0.0 0.0
O -0.3887 1.5091 -1.5159 0.1 0.4 0.1
S -0.4587 2.8378 -0.8649 0.0 0.4 -0.1
O 0.4341 3.8389 -1.3790 -0.2 0.2 0.0
N -0.2023 2.4257 0.6433 -0.2 0.5 -0.5
C -0.0317 3.3723 1.6620 0.0 -0.4 -0.3
C -0.3660 4.7028 1.6452 -0.1 0.0 0.0
C -0.1733 5.5131 2.7857 0.1 -0.1 0.0
C 0.3598 5.0009 3.9325 0.0 0.0 -0.1
C 0.7386 3.6362 3.9698 0.1 0.0 0.1
C 1.3252 3.0339 5.1063 0.0 -0.1 0.0
C 1.6959 1.7226 5.0560 -0.1 0.1 0.0
C 1.4817 1.0017 3.8603 0.0 -0.1 0.2
N 0.9350 1.5140 2.7897 0.1 -0.1 0.0
C 0.5534 2.8231 2.8365 0.1 -0.1 0.1
C -2.1021 3.4225 -1.0932 -0.1 0.0 0.1
C -3.1493 2.7273 -0.5031 0.0 0.0 0.0
C -4.4440 3.1789 -0.6944 0.0 0.0 0.0
C -4.6771 4.3119 -1.4654 0.0 0.0 0.0
C -3.6208 4.9925 -2.0535 0.0 0.0 0.0
C -2.3182 4.5512 -1.8682 -0.1 0.0 0.1
H -0.7747 5.1569 0.7555 0.0 0.0 -0.1
H -0.4508 6.5579 2.7340 0.0 0.0 0.0
H 0.5124 5.6179 4.8084 0.0 0.0 0.0
H 1.4806 3.6292 5.9980 0.0 0.0 0.0
H 2.1533 1.2290 5.9024 0.0 0.0 0.0
H 1.7953 -0.0367 3.8003 -0.2 0.3 0.1
H -2.9416 1.8434 0.0892 0.0 0.0 0.0
H -5.2718 2.6496 -0.2419 0.0 0.0 0.0
H -5.6898 4.6646 -1.6093 0.0 0.0 0.0
H -3.8091 5.8718 -2.6550 0.0 0.0 0.0
H -1.4755 5.0667 -2.3065 0.0 0.0 0.0
O 1.7254 -4.8900 5.6994 -0.1 -0.1 0.0
C 1.3646 -4.0361 4.7134 -0.1 0.0 0.0
C 0.0549 -3.8969 4.2643 0.1 0.0 0.0
C -0.1898 -3.0037 3.2417 0.1 0.2 0.0
N 0.7489 -2.2429 2.6645 0.1 0.1 0.4
C 1.9770 -2.3970 3.1227 0.0 -0.3 0.1
Br 3.3458 -1.3629 2.3183 0.1 -0.1 -0.2
C 2.3584 -3.2712 4.1278 0.0 0.1 0.0
H 0.9503 -5.3748 6.0107 0.1 0.1 0.0
H -0.7524 -4.4784 4.6904 0.0 0.0 0.0
H -1.1949 -2.8850 2.8542 0.0 0.1 0.0
H 3.3860 -3.3587 4.4441 0.0 0.0 0.0
S 3.1522 0.3866 -0.6441 0.2 0.0 0.0
C 3.2160 1.2456 -2.2079 -0.1 0.0 0.0
C 3.3338 2.6329 -2.2652 0.0 0.0 0.0
C 3.4015 3.2875 -3.4856 0.0 0.0 0.0
C 3.3568 2.5688 -4.6720 0.0 0.0 0.0
C 3.2449 1.1858 -4.6246 0.0 0.0 0.0
C 3.1740 0.5309 -3.4042 0.1 0.0 0.0
H 3.3558 3.1974 -1.3417 0.0 0.0 0.0
H 3.4816 4.3667 -3.5081 0.0 0.0 0.0
H 3.4089 3.0815 -5.6238 0.0 0.0 0.0
H 3.2096 0.6108 -5.5418 0.0 0.0 0.0
H 3.0850 -0.5472 -3.3684 0.0 0.0 0.0

***

[3]
67
Properties=species:S:1:pos:R:3:forces:R:3 method="wB97M-V/def2-TZVPD" homo_energy_ev=-10.0383 orbital_gap_ev=9.62
C 0.0264 -4.5590 3.2563 1.1 -1.2 -0.7
C 1.3757 -3.7875 3.2658 -3.5 -4.8 -0.1
C 1.6786 -3.2722 1.8422 3.3 -3.0 -0.2
O 1.6774 -1.9485 2.0605 -0.3 3.0 1.4
C 1.4792 -1.7171 3.4150 0.3 7.6 -1.3
O 1.5222 -0.5673 3.8278 0.1 -1.7 -0.6
O 1.1383 -2.7140 4.1009 0.5 -1.1 1.0
H -0.4616 -4.8259 4.2618 1.6 -0.8 -1.3
H 0.2230 -5.2875 2.3482 -1.4 0.7 2.3
H -0.6827 -3.8230 3.0201 -1.1 1.1 -1.4
H 2.0758 -4.4546 3.7337 1.0 0.1 -0.2
H 1.1184 -3.5553 0.9154 -0.2 0.0 1.3
H 2.7728 -3.6003 1.6655 -1.5 0.3 -0.3
C 2.2780 3.5018 2.7111 6.0 6.0 2.9
C 3.4512 2.5924 2.8343 -1.0 -0.2 -3.8
C 4.0556 2.2631 1.4204 3.0 -3.4 3.4
O 5.4557 2.5449 1.5918 -0.1 1.5 2.9
C 5.5689 3.0447 2.9190 13.2 0.4 -3.6
O 6.7508 3.3532 3.3503 -5.5 -1.1 -1.8
O 4.5549 3.0662 3.5663 -6.3 0.3 3.8
H 1.8173 3.6815 3.6042 -1.2 -0.2 2.9
H 1.5434 3.2986 2.1054 -3.3 -1.2 -4.1
H 2.7075 4.7275 2.6575 -1.1 -3.5 -0.9
H 3.1089 1.6515 3.1201 -0.3 -1.5 1.7
H 3.8138 2.8229 0.6368 -2.0 2.0 -3.2
H 4.1445 1.1558 1.2565 -1.3 1.0 -0.3
C 3.4078 -0.6371 -3.2477 2.3 3.5 0.3
C 2.5265 -0.8092 -4.4104 -0.4 0.7 0.8
C 1.1138 -0.1342 -4.1403 0.6 -1.5 0.1
O 0.9657 0.5486 -5.3599 -4.8 0.9 0.9
C 1.9898 0.6163 -6.0893 3.8 0.9 -2.2
O 2.1940 1.2809 -7.0698 -0.9 -0.3 0.3
O 2.9684 -0.1253 -5.5534 1.2 -0.7 -0.1
H 4.4793 -0.3413 -3.3628 -0.8 -0.2 -1.0
H 3.5207 -1.4786 -2.7126 0.0 -3.3 1.9
H 3.0802 0.1119 -2.5479 -0.5 0.4 0.3
H 2.5657 -1.8777 -4.5627 -0.9 -0.4 -0.8
H 1.1595 0.7018 -3.3052 -0.5 -2.4 -1.3
H 0.3480 -1.0297 -4.1474 0.9 2.3 0.7
C -4.6308 0.8783 -1.4698 0.5 0.5 -1.8
C -6.0298 1.1815 -1.9541 -0.7 0.7 0.4
C -6.7219 0.2466 -2.8791 2.5 -2.4 -3.6
O -7.9472 0.0222 -2.2800 -1.3 -2.7 -5.8
C -7.9817 0.4874 -1.1327 -8.3 -0.7 6.5
O -8.9561 0.3945 -0.3424 2.0 -0.3 -2.3
O -6.9797 1.0964 -0.7899 7.2 3.8 0.8
H -3.7946 1.3244 -2.0767 -1.0 -0.5 0.5
H -4.4450 -0.1621 -1.2868 -0.1 -0.9 -0.6
H -4.5490 1.2290 -0.4997 0.3 1.4 1.9
H -6.2318 2.1292 -2.4943 0.8 0.3 1.3
H -6.1567 -0.7345 -3.0986 -0.9 1.0 1.1
H -6.7276 0.6289 -3.9648 -0.9 -0.1 1.7
O -1.3867 1.6869 -0.8468 -3.2 1.9 -1.9
S -0.3567 0.8683 -0.3951 4.8 1.5 -1.4
O 0.9903 1.0608 -1.0278 -2.6 -0.8 1.4
C -0.3000 1.1048 1.2819 1.3 0.7 3.1
C -1.2708 0.2229 2.0008 -3.2 -1.3 0.4
C -1.5586 -1.0162 1.1454 -2.5 1.5 -4.6
C -0.7829 -0.7434 -0.2960 -0.7 -4.1 1.0
H -0.4437 2.1186 1.6068 -0.5 0.8 -0.7
H 0.7214 0.9763 1.6019 0.5 -0.8 0.2
H -0.9819 -0.2233 2.9539 0.5 0.9 0.1
H -2.3040 0.6684 2.1751 1.6 0.2 -0.2
H -2.6377 -1.4909 1.0321 1.4 2.3 -0.2
H -1.2402 -1.8593 1.5587 2.8 -3.4 1.7
H -0.9731 -1.2721 -1.2434 -1.5 0.8 0.1
H 0.1629 -1.2421 -0.2564 1.2 -0.1 1.1

***

For the records above, the corresponding LUMO energy values read -15.314 0.281 -0.421 eV.